52
Properties=species:S:1:pos:R:3:forces:R:3:lowdin_charge:R:1 method="wB97M-V/def2-TZVPD" de_lowest_kcal_mol=2.2 gap_ev="7.05 / 6.55" spin_multiplicity=2 e_tot_ev=-90775.421 total_charge=-1 fmax_ev_per_a=2.96
Cu 0.9831 0.0562 -0.9935 -1.083 -0.015 -0.242 0.528
C 1.7013 -2.6737 0.4991 -0.042 -0.712 0.895 -0.071
C 2.3082 -2.6961 -0.9086 0.447 -1.075 1.940 -0.259
N 1.4662 -2.0725 -1.8532 -0.080 1.824 -1.216 -0.218
C 2.0736 -1.7836 -3.1653 0.178 -0.329 -0.347 -0.230
C 3.3729 -1.0087 -3.0679 -0.380 0.577 0.885 -0.084
C 0.1826 -2.6877 -1.9940 -1.555 -1.383 0.478 -0.209
C -0.9225 -1.9585 -1.2777 0.174 0.812 1.015 -0.244
N -0.8415 -0.5671 -1.7075 -0.898 -0.703 -0.035 -0.035
C -1.9647 0.1403 -1.5186 -0.597 -0.237 0.447 -0.211
C -2.1469 1.2860 -2.2926 -0.125 0.938 -0.690 -0.185
F -1.2864 1.5157 -3.2993 0.487 0.124 -0.136 0.073
C -3.1669 2.1868 -2.1530 0.114 -0.138 0.339 -0.250
F -3.1800 3.2617 -2.9595 -0.035 0.292 -0.192 0.069
C -4.1931 2.0316 -1.2372 -0.367 -0.411 -0.372 0.029
C -4.1782 0.8059 -0.5825 0.666 -0.186 0.496 -0.222
F -5.1334 0.4497 0.3173 0.009 0.455 -0.295 0.049
C -3.1023 -0.0804 -0.6758 0.128 -0.052 0.380 -0.118
F -3.1232 -1.1152 0.2353 0.095 0.346 -0.611 0.030
H 2.3969 -3.0322 1.2826 0.120 0.222 -0.610 0.086
H 0.8351 -3.3144 0.6459 -0.229 -0.164 -0.365 0.065
H 1.3793 -1.6834 0.8098 0.179 0.127 -0.195 0.048
H 2.6049 -3.7351 -1.1693 -0.233 0.134 -0.166 0.127
H 3.2081 -2.1471 -0.7526 0.765 0.570 -0.465 0.089
H 1.3854 -1.1573 -3.7924 0.233 -0.805 0.755 0.133
H 2.2457 -2.7609 -3.6552 -0.085 0.237 -0.290 0.117
H 3.1673 -0.1438 -2.4057 0.264 -0.044 -0.568 0.063
H 3.7162 -0.7015 -4.0441 -0.061 0.291 -0.305 0.069
H 4.1968 -1.5173 -2.5949 0.187 -0.533 0.153 0.065
H 0.1583 -3.7173 -1.5893 0.424 0.053 -0.281 0.126
H -0.1668 -2.7464 -3.0156 0.472 0.021 -0.574 0.116
H -0.7601 -2.0028 -0.1945 -0.021 -0.230 0.062 0.091
H -1.8966 -2.4513 -1.4322 0.208 0.181 -0.380 0.124
H -4.9600 2.7977 -1.2203 -0.100 -0.382 0.331 0.118
F 2.9679 2.3043 -0.5134 -0.023 0.108 -0.342 0.120
B 2.3672 1.1493 -0.1158 1.382 -0.843 1.887 -0.746
F 3.3815 0.1575 0.2941 -0.883 0.958 -0.450 0.003
O 1.5362 3.3933 3.2342 -1.068 0.142 1.825 0.070
C 0.4298 2.6881 3.6506 0.534 0.536 -1.892 -0.213
C -0.3594 3.2072 4.6830 2.112 1.144 -0.807 -0.034
C -1.4994 2.5675 5.0192 -0.847 -1.213 0.715 -0.091
C -1.9485 1.4179 4.3274 -0.394 1.269 1.690 -0.073
C -1.2497 1.0211 3.2422 0.090 -0.910 0.213 -0.029
C -0.0411 1.5885 2.9130 0.256 0.389 0.260 -0.058
C 0.6024 1.0213 1.7291 0.046 -1.089 -2.751 -0.416
O 1.6908 1.5835 1.3223 0.610 0.258 -0.208 0.077
O 0.0849 0.1025 1.0270 0.323 1.182 1.522 -0.002
H 1.9490 2.9482 2.4949 0.151 -0.651 -0.785 0.074
H 0.0309 4.1530 5.1049 -0.542 -0.751 0.133 0.129
H -1.9822 2.8777 5.9297 -0.514 0.164 0.036 0.097
H -2.7842 0.8699 4.7475 -0.114 0.074 -0.420 0.101
H -1.5359 0.1721 2.6727 -0.376 -0.572 -0.466 0.114


47
Properties=species:S:1:pos:R:3:forces:R:3:lowdin_charge:R:1 method="wB97M-V/def2-TZVPD" de_lowest_kcal_mol=0.0 gap_ev=8.67 smiles="CC(=O)OB(OC(C)=O)OC(C)=O.Fc1ccc(Cc2ccccc2)cc1" e_tot_ev=-35710.332 fmax_ev_per_a=2.66
F -2.2164 -1.2253 5.1571 -0.002 0.388 -0.524 0.026
C -2.0257 -0.5030 4.0090 -0.030 -0.006 -0.010 -0.264
C -1.6796 0.8444 4.1069 -0.205 -0.475 -0.281 -0.007
C -1.4744 1.5421 2.9208 0.230 -0.407 0.003 -0.040
C -1.5541 0.9127 1.6714 0.337 0.450 0.253 -0.212
C -1.0709 1.7558 0.5074 -0.273 0.281 0.240 -0.105
C -1.7426 1.6375 -0.8444 -0.222 0.449 -0.233 -0.202
C -1.2140 2.4841 -1.8424 0.181 -1.033 0.042 -0.054
C -1.5251 2.2522 -3.1790 -0.226 0.102 0.177 -0.095
C -2.4104 1.2192 -3.5247 -0.149 0.146 0.216 -0.103
C -3.0246 0.4579 -2.5249 0.169 0.693 0.278 -0.084
C -2.7540 0.7187 -1.1706 0.902 -0.057 -0.322 -0.042
C -1.8439 -0.4567 1.6079 0.282 0.415 0.484 -0.043
C -2.1345 -1.1590 2.7875 0.245 0.420 -0.271 -0.001
H -1.5601 1.3158 5.0748 -0.030 -0.094 -0.042 0.113
H -1.0839 2.5625 2.9384 -0.417 -0.204 0.176 0.114
H -0.9690 2.8249 0.8120 -0.572 -0.634 -0.130 0.127
H -0.4296 3.1902 -1.5388 -0.423 -0.157 -0.304 0.116
H -1.0739 2.8847 -3.9453 -0.166 -0.234 0.103 0.097
H -2.6609 1.0497 -4.5730 0.153 -0.051 0.282 0.095
H -3.7089 -0.3414 -2.7844 -0.042 0.113 -0.040 0.098
H -3.2035 0.1107 -0.3818 0.081 0.255 -0.417 0.100
H -1.7019 -0.9759 0.6593 -0.387 0.060 0.319 0.093
H -2.3955 -2.2087 2.7334 0.101 0.017 0.217 0.112
C 3.6830 -0.4025 2.8101 0.643 0.132 0.493 0.024
C 2.5777 -0.6386 1.8228 -2.050 0.363 -0.174 -0.423
O 3.1271 -0.9952 0.6032 -0.531 -0.044 0.041 0.203
B 2.4311 -1.3399 -0.5513 -0.424 0.492 0.016 -0.615
H -0.0285 1.5123 0.3543 0.465 -0.451 -0.232 0.103
O 2.7031 -0.6673 -1.7304 -0.197 0.468 0.109 0.198
C 2.6468 0.7160 -1.9419 -0.825 0.175 1.659 -0.411
C 3.0673 0.9827 -3.3603 0.182 0.178 -0.704 0.027
O 2.2332 1.4688 -1.0764 0.966 -1.235 -1.805 0.127
O 1.6036 -2.4584 -0.5884 -0.227 0.354 0.130 0.203
C 0.2619 -2.4887 -0.9406 -0.527 1.954 -0.222 -0.426
C -0.2639 -3.8768 -0.7287 -0.213 -0.884 0.156 0.026
O -0.3499 -1.4842 -1.2776 1.316 -2.125 0.563 0.123
O 1.3730 -0.4798 1.9786 2.591 -0.504 -0.352 0.134
H 4.5758 -0.1293 2.2387 -0.106 -0.131 0.203 0.089
H 3.4906 0.4028 3.5367 -0.382 -0.363 -0.448 0.097
H 3.9254 -1.3067 3.4013 -0.289 0.279 -0.462 0.102
H 2.8902 0.0597 -3.9182 0.124 0.187 0.029 0.090
H 2.5075 1.7858 -3.8644 0.098 -0.169 0.636 0.095
H 4.1440 1.2272 -3.4585 -0.536 -0.155 0.376 0.103
H 0.3428 -4.3328 0.0634 -0.157 -0.002 -0.297 0.092
H -1.3193 -3.9401 -0.4135 0.441 0.524 -0.303 0.096
H -0.1653 -4.5079 -1.6353 0.099 0.517 0.373 0.103